8
Properties=species:S:1:pos:R:3:mulliken_charge:R:1 method="wB97M-V/def2-TZVPD" e_tot_ev=-3181.510 gap_ev=12.552 total_charge=0 max_force_ha_per_bohr=0.02832 smiles=C.O homo_ha=-0.4259 multiplicity=1 de_lowest_kj_mol=15.9
C -1.41017 -0.38655 -0.77393 -0.400
H -1.09214 -1.34124 -1.08730 0.284
H -0.59624 0.02813 -0.16380 -0.350
H -2.30157 -0.54643 -0.18794 0.253
H -1.59331 0.15458 -1.67078 0.259
O 1.50555 0.43794 0.79833 -0.657
H 0.73507 1.00924 0.73532 0.274
H 1.26486 -0.48846 0.63144 0.338